ORCA calculation (ωB97M-V/def2-TZVPD) on the molecule C3H6N6 at a distorted geometry.

Highest occupied orbital energy in eV: -9.31
SMILES string: [H]/N=C\n1/c(=N/[H])nnn1C
Energy relative to the best compared isomer or geometry (same formula, charge and spin) in kJ/mol: 458.0
HOMO-LUMO gap in eV: 9.01

Positions of all 15 atoms, in Å:
N  -2.028  1.606  0.207
N  -2.264  -1.322  -0.307
N  1.057  0.013  -0.437
N  0.330  2.067  -0.195
N  1.369  1.335  -0.444
N  -0.269  -0.051  0.007
C  -1.002  -1.217  -0.201
C  -0.831  1.245  -0.028
C  2.006  -0.825  0.257
H  -0.305  -2.076  -0.197
H  2.997  -0.538  -0.109
H  -2.670  -0.369  -0.153
H  -2.077  2.594  0.157
H  1.944  -0.592  1.366
H  1.745  -1.871  0.077

=====

ORCA calculation (ωB97M-V/def2-TZVPD) on the molecule C3H6N6 at a distorted geometry.

Highest occupied orbital energy in eV: -8.66
SMILES string: [H]/N=C/N=c1\nc(N)[nH][nH]1
Energy relative to the best compared isomer or geometry (same formula, charge and spin) in kJ/mol: 272.9
HOMO-LUMO gap in eV: 9.00

Positions of all 15 atoms, in Å:
N  -0.320  0.555  0.191
N  1.256  0.568  -1.452
N  -1.909  -2.567  1.934
N  -0.552  -1.853  0.194
N  0.708  -0.731  -1.366
N  0.576  2.640  -0.481
C  0.439  1.265  -0.601
C  -0.102  -0.755  -0.226
C  -1.215  -1.714  1.402
H  0.380  2.967  0.438
H  1.408  3.055  -0.891
H  1.395  -1.465  -1.324
H  -1.011  -0.738  1.823
H  1.260  0.969  -2.410
H  -2.313  -2.195  2.769

=====

ORCA calculation (ωB97M-V/def2-TZVPD) on a 2-piece molecular cluster, C3H6NO2 overall at a distorted geometry.

Total charge: -1
Highest occupied orbital energy in eV: -3.91
Energy relative to the best compared isomer or geometry (same formula, charge and spin) in kJ/mol: 669.9
HOMO-LUMO gap in eV: 8.31

Positions of all 12 atoms, in Å:
O  -3.260  0.609  0.108
O  -1.923  -0.989  -0.318
N  -2.082  0.184  0.099
C  1.026  0.040  0.923
C  0.705  -1.128  0.089
C  0.952  1.177  0.027
H  1.170  -1.310  -0.911
H  -0.016  1.641  0.074
H  1.070  0.896  -1.029
H  1.745  1.925  0.231
H  1.020  -2.029  0.636
H  -0.408  -1.016  0.071

=====

ORCA calculation (ωB97M-V/def2-TZVPD) on an isolated ion of composition C3H6NO2 and charge -1 at a distorted geometry.

Total charge: -1
Highest occupied orbital energy in eV: -2.67
SMILES string: O=CNCC[O-]
Energy relative to the best compared isomer or geometry (same formula, charge and spin) in kJ/mol: 309.9
HOMO-LUMO gap in eV: 6.67

Positions of all 12 atoms, in Å:
O  1.972  -0.135  2.060
O  -2.292  -0.524  -1.502
N  -0.321  0.553  -0.889
C  0.272  0.883  0.400
C  -1.161  -0.507  -0.979
C  1.341  -0.344  0.872
H  -0.351  1.033  1.210
H  -0.396  1.107  -1.723
H  2.095  -0.225  -0.118
H  0.878  1.877  0.305
H  0.866  -1.267  0.583
H  -0.999  -1.312  -0.259

=====

ORCA calculation (ωB97M-V/def2-TZVPD) on an isolated ion of composition C3H6NO2 and charge -1 at a distorted geometry.

Total charge: -1
Highest occupied orbital energy in eV: -2.72
SMILES string: O=CCNC[O-]
Energy relative to the best compared isomer or geometry (same formula, charge and spin) in kJ/mol: 378.2
HOMO-LUMO gap in eV: 6.75

Positions of all 12 atoms, in Å:
O  0.180  -1.670  1.676
O  -1.380  2.230  -1.027
N  0.466  -0.814  -0.596
C  0.438  0.700  -0.468
C  -0.998  1.259  -0.323
C  1.041  -1.475  0.641
H  -1.767  0.706  0.426
H  1.558  -2.499  0.401
H  0.921  0.959  -1.346
H  2.062  -0.721  0.916
H  1.211  0.883  0.198
H  -0.535  -1.000  -0.722

=====

ORCA calculation (ωB97M-V/def2-TZVPD) on a 2-piece molecular cluster, C3H6NO2 overall at a distorted geometry.

Total charge: -1
Highest occupied orbital energy in eV: -4.39
Energy relative to the best compared isomer or geometry (same formula, charge and spin) in kJ/mol: 145.9
HOMO-LUMO gap in eV: 8.48

Positions of all 12 atoms, in Å:
O  0.711  1.885  -2.698
O  -1.013  0.565  -2.090
N  -0.971  -0.647  0.316
C  0.126  0.798  -2.619
C  -0.224  -0.066  1.361
C  0.723  -0.507  2.277
H  -0.789  -1.616  0.381
H  0.500  -0.071  -3.161
H  -1.092  0.023  -0.417
H  1.175  0.134  3.023
H  -0.351  1.036  1.427
H  1.207  -1.532  2.201

=====

ORCA calculation (ωB97M-V/def2-TZVPD) on an isolated ion of composition C3H6NO2 and charge -1 at a distorted geometry.

Total charge: -1
Highest occupied orbital energy in eV: -3.40
SMILES string: CCNC(=O)[O-]
Energy relative to the best compared isomer or geometry (same formula, charge and spin) in kJ/mol: 106.3
HOMO-LUMO gap in eV: 7.34

Positions of all 12 atoms, in Å:
O  0.005  -2.164  2.352
O  -0.880  -0.085  2.351
N  -0.137  -0.825  0.331
C  -0.376  -1.130  1.733
C  -0.555  0.375  -0.445
C  0.665  0.956  -1.195
H  1.001  0.254  -2.142
H  0.370  -1.593  -0.093
H  0.535  1.946  -1.603
H  -0.832  1.172  0.312
H  1.606  1.113  -0.564
H  -1.404  -0.019  -1.037

=====

ORCA calculation (ωB97M-V/def2-TZVPD) on a 2-piece molecular cluster, C3H6NO2 overall.

Total charge: -1
Highest occupied orbital energy in eV: -4.00
Energy relative to the best compared isomer or geometry (same formula, charge and spin) in kJ/mol: 110.4
HOMO-LUMO gap in eV: 8.13

Positions of all 12 atoms, in Å:
O  -2.083  1.517  1.433
O  -1.067  1.728  -0.571
N  1.600  -0.813  0.714
C  0.387  -0.959  0.028
C  0.241  -1.638  -1.110
C  -1.561  2.151  0.496
H  -0.479  -0.427  0.407
H  2.361  -1.219  0.184
H  1.086  -2.108  -1.605
H  -1.527  3.273  0.618
H  1.774  0.145  0.978
H  -0.733  -1.649  -1.571

=====

ORCA calculation (ωB97M-V/def2-TZVPD) on a 2-piece molecular cluster, C3H6NO2 overall at a distorted geometry.

Highest occupied orbital energy (spin up / spin down) in eV: -9.67 / -9.53
Energy relative to the best compared isomer or geometry (same formula, charge and spin) in kJ/mol: 332.7
Spin multiplicity: 2
HOMO-LUMO gap (spin up / spin down) in eV: 10.41 / 5.52

Positions of all 12 atoms, in Å:
O  0.909  -0.739  -1.213
O  0.309  0.537  -3.105
N  -0.711  0.539  1.969
C  -1.199  -0.482  0.949
C  0.494  1.072  1.800
C  0.865  -0.448  -2.469
H  -1.950  -0.015  0.267
H  0.943  2.106  1.985
H  -1.655  -1.227  1.634
H  0.835  0.786  0.773
H  -0.362  -0.969  0.411
H  1.524  -1.159  -3.001

=====

ORCA calculation (ωB97M-V/def2-TZVPD) on an isolated ion of composition C3H6NO2S and charge -1 at a distorted geometry.

Total charge: -1
Highest occupied orbital energy in eV: -3.91
Energy relative to the best compared isomer or geometry (same formula, charge and spin) in kJ/mol: 320.5
HOMO-LUMO gap in eV: 7.79

Positions of all 13 atoms, in Å:
S  1.900  0.225  0.534
O  2.537  0.029  -0.729
O  0.610  1.745  0.133
N  0.916  -0.953  0.889
C  0.470  -1.857  -0.107
C  -1.677  1.738  -0.080
C  -0.549  1.208  0.273
H  -0.592  0.236  0.813
H  1.265  -2.500  -0.382
H  0.217  -1.386  -1.065
H  -2.026  2.690  -0.408
H  -0.527  -2.288  -0.037
H  -2.545  1.113  0.165

=====

ORCA calculation (ωB97M-V/def2-TZVPD) on an isolated ion of composition C3H6NO2S and charge -1 at a distorted geometry.

Total charge: -1
Highest occupied orbital energy in eV: -3.97
SMILES string: N[C@H](CS)C(=O)[O-]
Energy relative to the best compared isomer or geometry (same formula, charge and spin) in kJ/mol: 111.1
HOMO-LUMO gap in eV: 7.18

Positions of all 13 atoms, in Å:
S  1.642  1.980  -0.717
O  -1.748  -1.663  0.972
O  -2.309  0.434  0.822
N  0.730  -1.356  -0.260
C  -1.572  -0.489  0.524
C  -0.360  -0.248  -0.344
C  0.263  1.093  0.108
H  2.535  0.868  -0.816
H  -0.557  1.871  -0.147
H  0.601  1.267  1.144
H  -0.545  -0.326  -1.432
H  1.094  -1.200  0.669
H  0.226  -2.229  -0.522

=====

ORCA calculation (ωB97M-V/def2-TZVPD) on the molecule C3H6NO2S at a distorted geometry.

Highest occupied orbital energy (spin up / spin down) in eV: -9.42 / -9.40
Energy relative to the best compared isomer or geometry (same formula, charge and spin) in kJ/mol: 99.9
Spin multiplicity: 2
HOMO-LUMO gap (spin up / spin down) in eV: 10.17 / 5.88

Positions of all 13 atoms, in Å:
S  -0.280  -2.365  -0.929
O  2.341  0.854  0.459
O  0.587  2.148  0.922
N  -1.233  0.713  -0.257
C  0.195  -1.134  0.312
C  1.135  1.193  0.445
C  0.221  0.195  -0.340
H  -1.404  -1.532  -1.175
H  -1.630  0.802  0.637
H  -0.252  -1.221  1.313
H  1.230  -1.446  0.761
H  0.416  0.261  -1.438
H  -1.326  1.532  -0.711

=====

ORCA calculation (ωB97M-V/def2-TZVPD) on C3H6NO2S as an isolated structure at a distorted geometry.

Total charge: +1
Highest occupied orbital energy in eV: -15.85
Energy relative to the best compared isomer or geometry (same formula, charge and spin) in kJ/mol: 405.8
HOMO-LUMO gap in eV: 10.24

Positions of all 13 atoms, in Å:
S  0.884  -0.550  0.021
O  1.363  -0.983  1.273
O  1.185  -1.058  -1.239
N  2.082  1.081  -0.224
C  -1.205  0.331  0.155
C  -2.042  -0.843  -0.084
C  3.091  1.570  0.021
H  -2.987  -0.532  -0.320
H  -1.754  -1.432  -0.838
H  4.044  1.967  0.253
H  -1.076  0.965  -0.796
H  -2.342  -1.353  0.739
H  -1.242  0.838  1.039

=====

ORCA calculation (ωB97M-V/def2-TZVPD) on C3H6NO2S as an isolated structure at a distorted geometry.

Total charge: +1
Highest occupied orbital energy in eV: -15.44
Energy relative to the best compared isomer or geometry (same formula, charge and spin) in kJ/mol: 376.1
HOMO-LUMO gap in eV: 9.95

Positions of all 13 atoms, in Å:
S  -1.857  -0.808  -0.358
O  -2.037  1.008  -0.189
O  -0.613  -1.092  0.399
N  0.244  1.158  0.169
C  1.751  -0.708  -0.541
C  0.826  0.044  0.393
C  -0.920  1.646  0.088
H  1.558  -1.700  -0.421
H  2.674  -0.309  -0.237
H  1.379  -0.606  -1.476
H  -1.170  2.658  0.081
H  0.945  -0.195  1.547
H  -2.782  -1.096  0.543

=====

ORCA calculation (ωB97M-V/def2-TZVPD) on a 2-piece molecular cluster, C3H6NO3 overall at a distorted geometry.

Total charge: -1
Highest occupied orbital energy in eV: -4.85
Energy relative to the best compared isomer or geometry (same formula, charge and spin) in kJ/mol: 8.3
HOMO-LUMO gap in eV: 8.94

Positions of all 13 atoms, in Å:
O  -1.391  -1.543  0.979
O  -1.836  0.640  1.346
O  2.559  0.691  -0.919
N  0.994  -0.748  -0.110
C  0.265  1.080  -1.531
C  -2.051  -0.575  1.446
C  1.387  0.362  -0.791
H  0.024  -0.977  0.278
H  -0.360  1.585  -0.800
H  0.712  1.812  -2.207
H  -2.943  -0.879  2.055
H  1.800  -1.292  0.150
H  -0.314  0.370  -2.115

=====

ORCA calculation (ωB97M-V/def2-TZVPD) on C3H6NO3 as an isolated structure at a distorted geometry.

Total charge: +1
Highest occupied orbital energy in eV: -15.70
Energy relative to the best compared isomer or geometry (same formula, charge and spin) in kJ/mol: 195.0
HOMO-LUMO gap in eV: 11.62

Positions of all 13 atoms, in Å:
O  -0.501  0.521  1.620
O  1.515  -1.134  -0.209
O  2.245  1.035  -0.238
N  -0.933  0.700  -0.703
C  -0.003  0.094  0.399
C  1.485  0.161  0.001
C  0.144  -1.373  0.051
H  -0.117  1.391  1.917
H  -0.377  0.575  -1.613
H  -0.069  -2.142  0.845
H  -1.075  1.587  -0.510
H  -1.863  0.350  -0.799
H  -0.451  -1.765  -0.760

=====

ORCA calculation (ωB97M-V/def2-TZVPD) on a 2-piece molecular cluster, C3H6NO3S overall at a distorted geometry.

Total charge: -1
Highest occupied orbital energy (spin up / spin down) in eV: -0.12 / -5.67
Energy relative to the best compared isomer or geometry (same formula, charge and spin) in kJ/mol: 293.5
Spin multiplicity: 3
HOMO-LUMO gap (spin up / spin down) in eV: 3.77 / 7.64

Positions of all 14 atoms, in Å:
S  1.946  0.440  0.605
O  0.807  0.647  1.506
O  1.649  0.848  -0.739
O  2.610  -0.807  0.764
N  0.489  -1.807  -0.854
C  -2.241  0.220  0.313
C  -1.251  -0.065  -0.859
C  -0.277  -0.872  -0.751
H  2.944  1.398  0.805
H  -0.985  0.686  -1.607
H  -2.855  1.002  -0.259
H  -1.493  0.626  1.028
H  1.447  -1.648  -0.520
H  -2.789  -0.667  0.566

=====

ORCA calculation (ωB97M-V/def2-TZVPD) on a 2-piece molecular cluster, C3H6NO4 overall at a distorted geometry.

Total charge: -1
Highest occupied orbital energy in eV: -5.23
Energy relative to the best compared isomer or geometry (same formula, charge and spin) in kJ/mol: 55.0
HOMO-LUMO gap in eV: 8.99

Positions of all 14 atoms, in Å:
O  2.485  -2.250  1.782
O  -1.435  2.634  -0.767
O  -0.883  0.879  -2.084
O  0.063  -0.897  1.524
N  -0.523  0.836  0.234
C  -0.029  -0.412  0.376
C  -0.978  1.523  -1.043
C  0.386  -1.295  -0.782
H  2.810  -1.737  2.518
H  -0.554  1.363  1.087
H  0.049  -0.824  -1.697
H  -0.268  -2.168  -0.668
H  1.592  -1.876  1.598
H  1.434  -1.566  -0.671

=====

ORCA calculation (ωB97M-V/def2-TZVPD) on a 2-piece molecular cluster, C3H6NO4 overall.

Total charge: -1
Highest occupied orbital energy in eV: -4.53
Energy relative to the best compared isomer or geometry (same formula, charge and spin) in kJ/mol: 97.9
HOMO-LUMO gap in eV: 8.16

Positions of all 14 atoms, in Å:
O  -1.439  -1.534  0.108
O  1.445  0.110  -0.959
O  0.202  1.824  -0.202
O  -1.542  -1.401  2.361
N  0.431  -0.967  1.307
C  0.797  1.192  -1.089
C  -0.860  -1.296  1.135
C  0.720  1.721  -2.533
H  -1.475  -0.534  2.777
H  1.591  1.373  -3.086
H  0.611  2.803  -2.542
H  0.979  -0.543  0.522
H  0.812  -1.059  2.227
H  -0.172  1.296  -2.985